{"formula": "C29H28ClNPTc", "method": "ωB97M-V with the def2-TZVPD basis set", "s2": 3.779, "e_lumo_ha": [-0.12195, -0.21151], "multiplicity": 4, "charge": 1, "e_homo_ev": [-10.4, -10.3], "orbital_gap_ev": [7.0, 4.6], "species": ["C", "C", "C", "H", "C", "C", "H", "H", "H", "H", "Tc", "Cl", "P", "C", "C", "H", "C", "H", "C", "H", "C", "H", "C", "H", "C", "C", "H", "C", "H", "C", "H", "C", "H", "C", "H", "C", "C", "H", "C", "H", "C", "H", "C", "H", "C", "H", "C", "C", "C", "C", "C", "C", "N", "H", "H", "H", "H", "H", "H", "H", "H"], "xyz": [[-3.2358, 2.4561, 0.8723], [-1.9925, 2.7247, 0.2044], [-2.0368, 2.1390, -1.1020], [-1.1654, 3.2819, 0.6312], [-3.3536, 1.5757, -1.2894], [-4.0957, 1.7834, -0.0686], [-5.1543, 1.6390, 0.0465], [-3.5045, 2.7538, 1.8834], [-1.2291, 2.1346, -1.8287], [-3.7444, 1.0859, -2.1735], [-2.4248, 0.5559, 0.2951], [-2.1202, -0.9499, -1.3737], [1.4218, 0.0565, -0.5214], [2.0864, 0.3478, -2.2163], [3.2412, 1.0991, -2.4955], [3.8095, 1.5597, -1.6831], [3.6673, 1.2497, -3.8196], [4.5690, 1.8272, -4.0243], [2.9488, 0.6658, -4.8664], [3.2861, 0.7879, -5.8970], [1.7910, -0.0731, -4.5900], [1.2303, -0.5362, -5.4014], [1.3463, -0.2204, -3.2770], [0.4298, -0.7742, -3.0524], [2.4871, 1.1999, 0.4575], [2.0456, 2.5393, 0.5489], [1.1218, 2.8373, 0.0443], [2.7962, 3.4685, 1.2664], [2.4557, 4.5022, 1.3221], [3.9785, 3.0796, 1.9100], [4.5613, 3.8114, 2.4717], [4.4070, 1.7521, 1.8326], [5.3252, 1.4382, 2.3294], [3.6643, 0.8075, 1.1157], [4.0059, -0.2295, 1.0637], [2.2038, -1.5705, -0.1234], [3.1901, -2.1873, -0.9131], [3.5461, -1.7040, -1.8266], [3.7266, -3.4189, -0.5214], [4.5007, -3.8804, -1.1349], [3.2783, -4.0496, 0.6422], [3.6971, -5.0112, 0.9424], [2.2874, -3.4430, 1.4252], [1.9306, -3.9264, 2.3350], [1.7517, -2.2126, 1.0500], [0.9873, -1.7329, 1.6679], [-1.6865, -1.5520, 2.2771], [-3.1481, -1.4929, 2.1311], [-4.0831, -2.3791, 2.6751], [-5.3522, -1.9326, 2.2837], [-5.1874, -0.8192, 1.4462], [-6.3510, -0.1496, 0.8346], [-3.8083, -0.5667, 1.3474], [-1.4112, -1.5629, 3.3419], [-1.1806, -0.6915, 1.8043], [-1.3253, -2.4906, 1.8289], [-3.8382, -3.2561, 3.2643], [-6.3166, -2.3485, 2.5349], [-7.2482, -0.7259, 1.0968], [-6.4929, 0.8595, 1.2307], [-6.2890, -0.1317, -0.2551]]}

{"formula": "C22H22AsBr2GaN2O8S2", "method": "ωB97M-V with the def2-TZVPD basis set", "e_lumo_ha": -0.00765, "de_lowest_kj_mol": 8.4, "e_homo_ev": -7.7, "orbital_gap_ev": 7.5, "species": ["Ga", "Br", "C", "C", "C", "Br", "C", "C", "C", "C", "N", "C", "C", "O", "H", "H", "H", "H", "O", "As", "O", "O", "C", "C", "C", "C", "C", "C", "S", "O", "O", "O", "H", "H", "H", "H", "H", "C", "C", "C", "N", "H", "H", "H", "H", "H", "O", "S", "C", "C", "C", "C", "H", "H", "H", "H", "H", "H", "H", "H"], "xyz": [[0.4766, 0.8484, -0.4227], [5.2113, 2.2595, 0.4439], [3.8711, 1.7113, 1.6520], [4.1992, 1.5435, 3.0096], [3.2578, 1.1739, 3.9264], [3.7543, 0.9875, 5.7468], [1.9192, 0.9449, 3.5248], [0.8450, 0.5988, 4.3755], [-0.4098, 0.4354, 3.8602], [-0.6123, 0.5705, 2.4769], [0.3732, 0.8735, 1.6672], [1.6210, 1.0966, 2.1616], [2.5869, 1.5157, 1.1776], [2.1953, 1.6963, -0.0400], [5.2179, 1.7207, 3.3248], [1.0273, 0.4767, 5.4347], [-1.2486, 0.1861, 4.4932], [-1.5917, 0.4182, 2.0417], [-1.7390, 1.2330, -3.4206], [-0.1975, 0.3540, -3.5652], [-0.7481, -1.2117, -2.6832], [0.6902, 1.0179, -2.2663], [-2.0457, -1.5793, -2.7399], [-2.5792, -2.1665, -3.8820], [-3.9121, -2.5374, -3.9227], [-4.7392, -2.3314, -2.8267], [-4.2197, -1.7486, -1.6828], [-2.8824, -1.3760, -1.6389], [-2.2568, -0.6776, -0.1461], [-3.3808, -0.2763, 0.6550], [-1.3415, -1.6245, 0.4558], [-1.4819, 0.5512, -0.5990], [-1.9511, 1.3428, -2.4845], [-1.9321, -2.3177, -4.7375], [-4.3115, -2.9878, -4.8220], [-5.7798, -2.6221, -2.8634], [-4.8366, -1.5639, -0.8156], [0.7339, 6.3639, -0.2651], [-0.3305, 5.5466, -1.0006], [-0.2562, 4.1295, -0.6468], [-0.1882, 3.0285, -0.3472], [0.6648, 7.4066, -0.5680], [1.7312, 5.9971, -0.4997], [0.5913, 6.3050, 0.8124], [-0.2044, 5.6181, -2.0816], [-1.3368, 5.8947, -0.7651], [1.4976, -0.8786, -0.2011], [2.1925, -2.2106, -0.0712], [1.5033, -3.3595, -1.2889], [0.3777, -4.1256, -0.6085], [0.8908, -4.4077, 0.8025], [1.4056, -3.0675, 1.3245], [2.3373, -4.0102, -1.5623], [1.2009, -2.7650, -2.1483], [0.1232, -5.0324, -1.1570], [-0.5043, -3.4919, -0.5562], [1.7033, -5.1384, 0.7676], [0.1171, -4.8023, 1.4604], [2.1189, -3.1325, 2.1439], [0.5823, -2.4035, 1.5879]]}

{"formula": "C6H14NO", "method": "ωB97M-V with the def2-TZVPD basis set", "e_lumo_ha": 0.14264, "de_lowest_kj_mol": 139.0, "charge": -1, "e_homo_ev": -2.5, "orbital_gap_ev": 6.4, "species": ["C", "C", "C", "N", "H", "H", "H", "H", "H", "H", "H", "C", "O", "C", "C", "H", "H", "H", "H", "H", "H", "H"], "xyz": [[-1.2256, 1.3761, -2.6456], [-1.3794, 2.1274, -1.3244], [0.0129, 1.5992, 0.5162], [-0.9815, 1.2928, -0.2277], [-1.3876, 2.1202, -3.4345], [-0.2253, 0.9440, -2.7529], [-1.9956, 0.5900, -2.7420], [-2.4085, 2.5018, -1.1603], [-0.7192, 3.0166, -1.3978], [0.5511, 2.5784, 0.4480], [0.3524, 0.8162, 1.2076], [1.4151, -1.1279, 0.2535], [1.6943, -0.2733, 1.2937], [0.1193, -2.0126, 0.4858], [0.2844, -2.6971, 1.8594], [2.2654, -1.8391, 0.0896], [1.3036, -0.5739, -0.7239], [-0.1571, -2.7639, -0.2712], [-0.6849, -1.2452, 0.4961], [-0.6255, -3.1733, 2.2098], [0.6256, -1.9510, 2.6128], [1.0608, -3.4742, 1.7922]]}

{"formula": "C5H10O2", "method": "ωB97M-V with the def2-TZVPD basis set", "e_lumo_ha": 0.02881, "de_lowest_kj_mol": 412.4, "e_homo_ev": -10.0, "orbital_gap_ev": 10.8, "species": ["O", "C", "C", "C", "O", "C", "H", "H", "H", "H", "H", "H", "C", "H", "H", "H", "H"], "xyz": [[-1.8238, 0.9079, 0.3790], [-1.4882, -0.2470, -0.3246], [-0.2848, -1.1170, -0.2724], [0.6997, -0.5319, -1.2148], [1.5922, 0.5325, -1.0407], [-0.7248, -0.4003, -1.5899], [-1.4254, 1.6787, -0.0363], [-2.3791, -0.8819, -0.3217], [-0.2778, -2.1453, 0.0757], [1.1863, -1.3317, -1.7849], [2.4625, 0.1224, -0.9349], [-1.1436, -0.7075, -2.5407], [0.7183, 0.8224, 1.9297], [1.5844, 0.2196, 2.2206], [-0.1983, 0.4160, 2.3667], [0.8612, 1.8604, 2.2401], [0.6413, 0.8027, 0.8490]]}

{"formula": "C5H8O2", "method": "ωB97M-V with the def2-TZVPD basis set", "e_lumo_ha": [0.03848, 0.01960], "de_lowest_kj_mol": 612.8, "e_homo_ev": [-7.3, -6.5], "orbital_gap_ev": [8.4, 7.0], "species": ["C", "C", "O", "C", "C", "O", "C", "H", "H", "H", "H", "H", "H", "H", "H"], "xyz": [[-1.3851, -0.0722, 0.3454], [-0.9077, 0.1405, -1.0464], [-0.0212, 1.1696, -1.2043], [0.9760, 1.2208, -0.2934], [1.5075, -0.6829, -0.1995], [0.8333, -1.1871, 0.8905], [-0.3813, -0.8151, 1.1953], [-1.7161, 0.8399, 0.8909], [-2.2775, -0.7077, 0.2513], [-1.5948, 0.0946, -1.8855], [0.6422, 1.2664, 0.7563], [1.5988, 2.0918, -0.5674], [0.9343, -0.9090, -1.1145], [2.4908, -1.1877, -0.1552], [-0.6992, -1.2618, 2.1366]]}